1.
This record from OMol25 describes C20H19N4O7PtSb as an isolated structure at a distorted geometry. The level of theory is the ωB97M-V functional and the def2-TZVPD basis.

Structure (XYZ):
```
52
Properties=species:S:1:pos:R:3:nbo_charge:R:1
Pt 0.324 0.294 -0.100 0.965
C -2.748 3.036 0.878 -0.222
C -2.018 4.115 1.374 -0.154
C -0.645 4.072 1.333 -0.203
C -0.001 2.951 0.807 0.148
N -0.734 1.911 0.330 -0.407
C -2.068 1.953 0.369 0.076
C 1.428 2.758 0.750 0.164
C 2.392 3.729 1.028 -0.204
C 3.726 3.415 0.933 -0.154
C 4.099 2.119 0.573 -0.226
C 3.113 1.200 0.304 0.069
N 1.816 1.513 0.373 -0.413
H -3.828 3.043 0.883 0.241
H -2.531 4.969 1.794 0.231
H -0.049 4.888 1.717 0.225
H -2.577 1.094 -0.042 0.263
H 2.073 4.726 1.298 0.227
H 4.482 4.161 1.132 0.231
H 5.142 1.847 0.502 0.239
H 3.328 0.174 0.030 0.258
O 1.655 -3.484 -0.894 -0.623
C 1.176 -2.383 -1.096 0.783
O 1.552 -1.319 -0.446 -0.775
C 0.163 -2.189 -2.200 -0.250
C 0.342 -2.858 -3.384 -0.101
C -0.561 -2.695 -4.431 -0.045
C -1.639 -1.850 -4.302 -0.126
C -1.824 -1.160 -3.119 -0.096
C -0.957 -1.333 -1.996 0.487
O -1.234 -0.838 -0.817 -0.750
N -2.941 -0.232 -3.087 0.537
O -2.845 0.786 -2.423 -0.401
O -3.883 -0.459 -3.825 -0.379
N -0.356 -3.406 -5.682 0.534
O -1.206 -3.294 -6.549 -0.387
O 0.658 -4.072 -5.797 -0.382
H 1.183 -3.527 -3.506 0.265
H -2.326 -1.703 -5.122 0.273
C -0.849 -3.207 2.336 -0.975
Sb 0.024 -1.243 2.341 0.989
C -1.265 -0.234 3.764 -1.000
C 1.742 -1.587 3.600 -0.984
H -0.949 -3.577 3.356 0.223
H -0.202 -3.863 1.757 0.247
H -1.826 -3.151 1.860 0.233
H -1.348 -0.800 4.692 0.226
H -2.253 -0.113 3.320 0.224
H -0.850 0.752 3.975 0.218
H 1.440 -2.097 4.514 0.224
H 2.203 -0.631 3.846 0.220
H 2.452 -2.200 3.049 0.238
```

As for the largest force on an atom: 1.40 eV Å⁻¹. Its energy is -51120.2291 eV. The gap between HOMO and LUMO (spin up / spin down) comes out at 0.2027 / 0.2027 Ha. The value obtained for the lowest unoccupied orbital energy (spin up / spin down) is -0.0580 / -0.0580 Ha. Its relative energy (zero: lowest compared OMol25 entry of this formula, charge and spin) is 6.2 kcal per mole.


2.
This record from OMol25 describes a 2-piece molecular cluster, C20H19NO5S2 overall at a distorted geometry. The level of theory is the ωB97M-V functional and the def2-TZVPD basis.

Structure (XYZ):
```
47
Properties=species:S:1:pos:R:3:nbo_charge:R:1
C -3.940 0.692 2.259 -0.246
C -2.774 1.047 1.686 -0.598
S -1.654 -0.382 1.477 2.138
O -2.497 -1.573 1.642 -0.949
O -0.790 -0.208 0.327 -0.889
C -0.709 -0.616 3.003 -0.224
C 0.547 -0.061 3.252 -0.220
C 1.219 -0.395 4.432 -0.206
C 0.622 -1.224 5.385 -0.191
C -0.658 -1.709 5.154 -0.216
C -1.316 -1.429 3.960 -0.204
S -2.373 2.796 1.425 2.157
O -3.126 3.557 2.392 -0.930
O -2.552 3.098 0.018 -0.917
C -0.645 3.179 1.764 -0.349
C 0.285 3.274 0.729 -0.111
C 1.619 3.571 1.020 -0.235
C 2.016 3.819 2.336 -0.183
C 1.079 3.716 3.365 -0.221
C -0.250 3.413 3.079 -0.181
H -4.211 -0.339 2.401 0.249
H -4.644 1.462 2.595 0.234
H 0.990 0.618 2.523 0.239
H 2.223 -0.011 4.605 0.219
H 1.146 -1.480 6.306 0.220
H -1.179 -2.328 5.880 0.219
H -2.284 -1.891 3.778 0.252
H -0.035 3.126 -0.300 0.246
H 2.349 3.622 0.213 0.225
H 3.054 4.074 2.570 0.222
H 1.374 3.880 4.405 0.223
H -0.991 3.344 3.866 0.241
C -3.627 -5.870 -3.163 -0.259
O -4.017 -4.483 -3.273 -0.496
C -3.494 -3.588 -2.387 0.337
C -3.921 -2.244 -2.473 -0.316
C -3.344 -1.288 -1.615 0.056
N -2.479 -1.607 -0.670 -0.461
C -1.999 -2.876 -0.632 0.074
C -2.481 -3.906 -1.437 -0.357
H -4.266 -6.328 -3.902 0.201
H -2.587 -6.008 -3.486 0.185
H -3.866 -6.283 -2.175 0.186
H -4.652 -1.952 -3.227 0.225
H -3.654 -0.245 -1.627 0.193
H -1.275 -3.104 0.141 0.196
H -2.052 -4.904 -1.367 0.221
```

As for the largest force on an atom: 2.62 eV Å⁻¹. Its energy is -54441.9176 eV. The gap between HOMO and LUMO comes out at 0.3020 Ha. The value obtained for the lowest unoccupied orbital energy is -0.0102 Ha. As for the structure (SMILES): C=C(S(=O)(=O)c1ccccc1)S(=O)(=O)c1ccccc1.COc1ccncc1. Its relative energy (zero: lowest compared OMol25 entry of this formula, charge and spin) is 0.0 kcal per mole.


3.
This record from OMol25 describes C20H19OPTi as an isolated structure at a distorted geometry. The level of theory is the ωB97M-V functional and the def2-TZVPD basis.

Structure (XYZ):
```
42
Properties=species:S:1:pos:R:3:lowdin_spin:R:1
Ti -0.596 -0.448 -1.822 1.118
C -0.371 -0.303 -6.054 0.001
H 0.731 -0.161 -6.015 0.000
H -0.629 -1.346 -6.259 0.000
H -0.751 0.319 -6.879 0.000
H -0.807 0.015 -5.083 0.000
H -2.206 -0.449 -1.925 -0.010
O -1.355 2.038 -3.137 0.407
C -0.860 1.802 -2.048 0.375
C -0.383 2.654 -0.973 0.083
C -0.461 4.047 -0.954 0.016
C 0.072 4.758 0.115 0.003
C 0.700 4.101 1.183 0.000
C 0.793 2.726 1.183 -0.003
C 0.204 1.998 0.155 -0.007
P 0.065 0.256 0.263 -0.017
C 0.364 -0.094 1.977 -0.002
C 1.631 -0.536 2.411 -0.001
C 1.935 -0.446 3.773 0.000
C 0.965 0.023 4.679 -0.001
C -0.319 0.394 4.241 0.000
C -0.636 0.316 2.885 -0.001
C -0.360 -1.976 -0.309 -0.011
C -1.192 -2.610 0.615 0.008
C -1.240 -4.014 0.517 0.002
C -0.386 -4.690 -0.381 0.010
C 0.568 -4.008 -1.150 0.004
C 0.613 -2.595 -1.118 0.019
H -0.953 4.577 -1.773 0.001
H 0.004 5.844 0.131 0.001
H 1.108 4.666 2.010 0.000
H 1.276 2.194 1.993 0.000
H 2.359 -0.896 1.675 0.000
H 2.939 -0.700 4.123 0.000
H 1.226 0.139 5.733 0.000
H -1.058 0.784 4.946 0.000
H -1.622 0.612 2.509 0.000
H -1.711 -2.046 1.396 0.000
H -1.915 -4.576 1.163 0.000
H -0.462 -5.779 -0.459 0.001
H 1.252 -4.559 -1.800 0.000
H 1.468 -2.031 -1.535 0.004
```

As for the expectation value of S²: 2.025. As for the largest force on an atom: 2.27 eV Å⁻¹. Its energy is -55493.2241 eV. The gap between HOMO and LUMO (spin up / spin down) comes out at 0.2389 / 0.2125 Ha. The value obtained for the lowest unoccupied orbital energy (spin up / spin down) is -0.0144 / -0.0412 Ha. As for the multiplicity: 3.


4.
This record from OMol25 describes C20H20BMgN7O2S2 as an isolated structure. The level of theory is the ωB97M-V functional and the def2-TZVPD basis.

Structure (XYZ):
```
53
Properties=species:S:1:pos:R:3:nbo_charge:R:1
Mg 0.296 -0.093 0.921 1.683
O 2.323 -0.415 4.490 -0.561
C 1.951 -0.337 3.341 0.638
N 0.792 -0.772 2.759 -0.908
C -0.100 -1.551 3.448 0.647
O -0.040 -1.985 4.576 -0.563
C -1.310 -1.922 2.589 0.129
C -2.296 -2.733 3.123 -0.214
C -3.398 -3.037 2.344 -0.153
C -3.488 -2.508 1.065 -0.242
C -2.463 -1.702 0.609 0.053
N -1.383 -1.425 1.345 -0.557
C 2.856 0.377 2.332 0.136
C 4.119 0.784 2.727 -0.213
C 4.944 1.385 1.794 -0.149
C 4.481 1.566 0.499 -0.257
C 3.201 1.144 0.189 0.048
N 2.401 0.560 1.084 -0.559
H -2.170 -3.092 4.134 0.254
H -4.187 -3.669 2.733 0.222
H -4.340 -2.701 0.428 0.225
H -2.512 -1.239 -0.369 0.218
H 4.415 0.611 3.752 0.256
H 5.941 1.705 2.069 0.223
H 5.096 2.024 -0.263 0.226
H 2.789 1.279 -0.805 0.218
C 1.154 4.055 0.162 -0.399
N 0.420 3.368 -0.887 -0.362
C 0.593 3.552 -2.246 -0.090
C -0.339 2.790 -2.854 -0.039
N -1.072 2.142 -1.882 -0.509
B -2.271 1.209 -2.185 0.187
N -1.815 -0.289 -2.513 -0.484
C -2.753 -1.124 -3.083 -0.052
C -2.245 -2.374 -3.126 -0.093
N -0.984 -2.299 -2.578 -0.353
C -0.064 -3.412 -2.424 -0.402
C -0.733 -1.018 -2.208 0.285
S 0.774 -0.530 -1.524 -0.504
C -0.589 2.495 -0.678 0.314
S -1.097 1.964 0.880 -0.461
H 1.860 4.733 -0.312 0.207
H 1.689 3.342 0.786 0.222
H 0.469 4.616 0.794 0.228
H 1.339 4.217 -2.643 0.223
H -0.555 2.655 -3.898 0.233
H -3.017 1.168 -1.242 -0.027
H -2.809 1.606 -3.195 -0.051
H -3.706 -0.746 -3.408 0.237
H -2.653 -3.296 -3.500 0.228
H -0.627 -4.334 -2.549 0.210
H 0.383 -3.383 -1.434 0.235
H 0.731 -3.362 -3.166 0.217
```

As for the largest force on an atom: 0.55 eV Å⁻¹. Its energy is -63389.2817 eV. The gap between HOMO and LUMO comes out at 0.3021 Ha. The value obtained for the lowest unoccupied orbital energy is 0.0013 Ha.


5.
This record from OMol25 describes C20H20BrIrN4O2 as an isolated structure at a distorted geometry. The level of theory is the ωB97M-V functional and the def2-TZVPD basis.

Structure (XYZ):
```
48
Properties=species:S:1:pos:R:3:lowdin_spin:R:1
Ir -1.044 -0.096 0.139 0.998
O 0.170 -0.211 3.630 0.001
C 0.816 -1.384 3.900 -0.003
C 1.385 -1.653 5.136 0.000
C 2.091 -2.826 5.334 -0.002
C 2.239 -3.752 4.308 -0.002
C 1.656 -3.497 3.084 0.000
C 0.931 -2.324 2.875 -0.002
C 0.337 -2.094 1.523 0.004
O -0.894 -1.443 1.465 0.260
N 1.321 -1.276 0.704 -0.218
N 0.817 -0.365 -0.047 -0.072
C 1.660 0.474 -0.772 0.010
C 1.157 1.366 -1.635 -0.030
Br -0.744 1.624 -1.532 0.033
C 1.717 2.435 -2.512 -0.002
C 2.189 2.286 -3.768 -0.002
C 2.706 3.458 -4.446 0.000
C 3.227 3.348 -5.699 0.000
C 3.256 2.095 -6.334 -0.002
C 2.764 0.933 -5.701 0.000
C 2.237 1.010 -4.452 -0.001
H 0.131 0.327 4.429 0.000
H 1.289 -0.928 5.938 0.000
H 2.533 -3.020 6.303 0.000
H 2.772 -4.677 4.477 0.000
H 1.718 -4.242 2.295 0.000
H 0.239 -3.043 0.989 0.003
H 2.327 -1.374 0.840 -0.005
H 2.732 0.379 -0.618 0.001
H 1.729 3.432 -2.076 -0.001
H 2.683 4.422 -3.949 0.000
H 3.618 4.224 -6.201 0.000
H 3.664 2.018 -7.335 0.000
H 2.809 -0.020 -6.213 0.000
H 1.848 0.119 -3.972 0.000
C -6.568 0.439 0.170 0.001
N -5.175 0.350 0.652 0.006
C -4.768 0.441 1.967 0.003
C -3.422 0.325 1.973 0.000
N -3.002 0.172 0.658 0.013
C -4.097 0.193 -0.109 0.011
H -7.223 0.514 1.031 0.000
H -6.820 -0.454 -0.395 0.000
H -6.688 1.322 -0.450 0.000
H -5.470 0.570 2.777 0.000
H -2.731 0.320 2.801 0.000
H -4.124 0.082 -1.182 0.001
```

As for the expectation value of S²: 0.950. As for the largest force on an atom: 1.62 eV Å⁻¹. Its energy is -103970.6743 eV. The gap between HOMO and LUMO (spin up / spin down) comes out at 0.1537 / 0.1541 Ha. The value obtained for the lowest unoccupied orbital energy (spin up / spin down) is -0.4330 / -0.4331 Ha. As for the multiplicity: 2. As for the total charge: +3.